# 1
A 15-piece molecular cluster, C42H96IO46P4 overall, computed with wB97M-V/def2-TZVPD.

Last column: Löwdin charge in e.
Element x y z (Å)
I1 0.2256 0.1639 -0.2711  -0.001
C1 -3.3366 0.2068 1.2659  -0.064
O1 -4.4579 0.0294 2.2129  -0.216
P1 -4.8462 0.9798 3.3978  0.348
O2 -6.0292 1.8571 3.2778  -0.238
O3 -4.9909 0.0290 4.6179  -0.184
C2 -4.0390 -0.8670 5.1017  -0.110
O4 -3.4494 1.7350 3.5897  -0.226
C3 -3.3465 3.0961 3.9235  -0.092
H1 -3.5112 1.1367 0.6865  0.071
H2 -3.2890 -0.6669 0.5921  0.065
H3 -2.3883 0.4526 1.8110  0.059
H4 -4.5151 -1.8096 5.4332  0.093
H5 -3.3482 -0.4206 5.7959  0.085
H6 -3.3487 -1.2599 4.3461  0.082
H7 -2.8592 3.6533 3.1150  0.085
H8 -2.7974 3.1842 4.8817  0.102
H9 -4.3252 3.4873 4.1242  0.072
C4 3.3455 -4.9965 3.5294  -0.113
O5 3.2044 -4.0348 4.5647  -0.219
P2 1.7385 -3.3491 4.6827  0.334
O6 1.5583 -2.5556 5.8831  -0.212
O7 1.4889 -2.5225 3.3537  -0.234
C5 1.3406 -1.1304 3.4628  -0.114
O8 0.8505 -4.6036 4.5019  -0.213
C6 -0.5443 -4.4193 4.7784  -0.069
H10 3.0180 -4.6248 2.5422  0.086
H11 2.8127 -5.8971 3.8252  0.082
H12 4.4038 -5.2695 3.4880  0.091
H13 1.1398 -0.7970 2.4540  -0.003
H14 2.2895 -0.7227 3.7556  0.059
H15 0.4726 -0.8886 4.1560  0.119
H16 -1.0528 -3.7449 4.1310  0.069
H17 -0.6445 -4.2617 5.8620  0.101
H18 -0.9725 -5.4006 4.5116  0.096
C7 3.3495 0.0522 -4.8326  -0.044
O9 3.3894 1.1854 -3.9557  -0.199
P3 4.6432 1.7794 -3.3061  0.246
O10 5.8746 1.6593 -4.0585  -0.232
O11 4.1482 3.2811 -3.0865  -0.222
C8 5.0059 4.2431 -2.2976  -0.029
O12 4.8727 1.1194 -1.9197  -0.210
C9 3.8412 1.2216 -0.8898  -0.054
H19 3.1164 -0.8642 -4.3082  0.070
H20 4.3167 0.0350 -5.3342  0.086
H21 2.4917 0.1727 -5.5320  0.092
H22 5.6464 3.7266 -1.5756  0.086
H23 4.3602 4.9905 -1.8471  0.071
H24 5.7235 4.7196 -2.9751  0.086
H25 4.2223 0.7180 -0.0246  0.080
H26 2.9981 0.7257 -1.3008  -0.012
H27 3.7666 2.2515 -0.6420  0.061
C10 -3.9229 1.7149 -5.4152  -0.066
O13 -2.8762 0.8790 -5.9389  -0.230
P4 -1.3541 1.2468 -6.1624  0.347
O14 -1.2361 2.6689 -6.5354  -0.219
O15 -0.6040 0.8136 -4.8651  -0.230
C11 -0.2352 1.7740 -3.8364  -0.050
O16 -0.7940 0.2188 -7.2121  -0.179
C12 -0.3579 -1.0901 -6.9250  -0.093
H28 -4.0166 1.6366 -4.3382  0.085
H29 -4.7855 1.2913 -5.9151  0.079
H30 -3.7592 2.7205 -5.7754  0.082
H31 0.7160 1.4611 -3.4550  0.057
H32 -1.0182 1.7531 -3.0505  0.067
H33 -0.1796 2.7392 -4.2760  0.044
H34 0.6988 -1.2334 -7.2621  0.104
H35 -0.9176 -1.8004 -7.5094  0.087
H36 -0.3764 -1.4029 -5.8938  0.057
C13 -2.7132 -4.9067 -2.8669  -0.060
O17 -1.5423 -4.1597 -2.9591  -0.039
C14 -0.9800 -4.1457 -4.1708  -0.595
O18 -1.2844 -4.9343 -5.0717  0.085
O19 -0.0819 -3.2146 -4.3585  0.023
C15 0.2112 -2.3707 -3.2500  -0.030
H37 -3.2856 -4.8288 -3.7624  0.085
H38 -3.2894 -4.6022 -1.9961  0.088
H39 -2.3512 -5.9768 -2.6870  0.126
H40 1.2759 -2.3556 -3.2375  0.085
H41 -0.1580 -2.7521 -2.3168  0.074
H42 -0.0651 -1.4016 -3.4929  0.047
C16 3.1251 1.9090 6.3519  -0.028
O20 2.0286 2.5838 5.7739  0.019
C17 1.8116 2.3931 4.4763  -0.641
O21 2.4462 1.6412 3.7963  0.106
O22 0.7621 3.0237 4.0651  0.028
C18 0.4055 2.8938 2.6986  -0.022
H43 3.6873 2.6075 6.9471  0.089
H44 3.8039 1.4793 5.6341  0.070
H45 2.6874 1.1407 7.0074  0.110
H46 -0.0221 3.8284 2.5386  0.083
H47 -0.2393 2.0492 2.5551  0.066
H48 1.3714 2.7109 2.2002  0.091
C19 -3.0421 -0.7309 -2.0425  -0.044
O23 -3.5877 -1.4658 -3.1505  -0.030
C20 -4.6996 -2.1519 -2.9653  -0.634
O24 -5.1943 -2.3552 -1.9107  0.144
O25 -5.2286 -2.5826 -4.1450  -0.021
C21 -4.5944 -2.1344 -5.3312  -0.038
H49 -3.8591 -0.1783 -1.5813  0.095
H50 -2.3149 -0.0140 -2.3687  0.038
H51 -2.4755 -1.3429 -1.3575  0.050
H52 -4.7292 -0.9858 -5.2925  0.109
H53 -5.1266 -2.6524 -6.1415  0.103
H54 -3.5313 -2.3874 -5.2959  0.091
C22 3.7696 5.4390 3.2910  -0.029
O26 3.2425 4.6251 2.2547  -0.034
C23 2.4830 5.2272 1.3208  -0.614
O27 1.9916 6.3252 1.4040  0.126
O28 2.3426 4.4005 0.2829  -0.019
C24 1.5321 4.9783 -0.7723  0.001
H55 2.9028 5.7953 3.8151  0.097
H56 4.3621 6.2390 2.9005  0.090
H57 4.4490 4.8561 3.9213  0.097
H58 1.8004 4.4924 -1.6740  0.083
H59 1.8974 6.0165 -0.8305  0.108
H60 0.5072 4.9281 -0.4685  0.074
C25 4.1328 -2.6922 0.1227  0.001
O29 5.4306 -2.4459 -0.5125  0.004
C26 5.3846 -2.2607 -1.8243  -0.658
O30 4.3629 -2.2497 -2.4627  0.096
O31 6.5759 -2.0909 -2.3161  0.027
C27 6.6895 -1.6286 -3.6559  -0.033
H61 3.3626 -2.0569 -0.3263  0.085
H62 4.2713 -2.4457 1.1663  0.074
H63 3.9973 -3.7740 0.0215  0.097
H64 7.7244 -1.8126 -3.8796  0.080
H65 6.6948 -0.5222 -3.7576  0.085
H66 6.0787 -2.1634 -4.3819  0.099
C28 1.1870 4.7109 -6.4362  -0.036
O32 0.4844 4.5915 -5.2126  -0.054
C29 -0.0154 5.7009 -4.6735  -0.563
O33 0.0382 6.8742 -5.0047  0.090
O34 -0.7247 5.3530 -3.5542  -0.039
C30 -1.3384 6.4640 -2.7720  0.023
H67 1.8792 5.5796 -6.4240  0.106
H68 0.4226 4.7344 -7.2100  0.092
H69 1.7175 3.7357 -6.4622  0.107
H70 -2.3527 6.1359 -2.7459  0.084
H71 -1.1937 7.3986 -3.2773  0.079
H72 -0.8936 6.4483 -1.7967  0.073
C31 -5.5921 4.4256 1.0733  -0.064
O35 -4.3830 3.9460 0.5598  -0.021
C32 -3.5434 4.9681 0.3117  -0.571
O36 -3.7967 6.1612 0.2305  0.104
O37 -2.2470 4.6251 0.1242  -0.024
C33 -1.9088 3.2599 -0.0050  -0.088
H73 -6.2736 4.8526 0.3084  0.107
H74 -5.3652 5.2230 1.7913  0.100
H75 -6.0471 3.5550 1.6186  0.091
H76 -0.8464 3.2453 -0.1666  0.042
H77 -2.5446 2.8646 -0.7516  0.085
H78 -2.0841 2.7602 0.9356  0.054
C34 -3.4413 -7.4320 0.9436  -0.043
O38 -2.7768 -6.4314 1.7095  -0.020
C35 -1.9513 -5.6154 1.0210  -0.600
O39 -1.7658 -5.6727 -0.1577  0.115
O40 -1.4571 -4.6747 1.8149  -0.010
C36 -0.5720 -3.7115 1.1542  0.005
H79 -2.7726 -8.1443 0.4538  0.097
H80 -4.1931 -6.9995 0.2578  0.108
H81 -4.0239 -7.9730 1.7028  0.093
H82 0.4276 -3.8061 1.5353  0.071
H83 -0.8982 -2.7032 1.3637  0.060
H84 -0.5765 -3.9080 0.0471  0.102
C37 5.8210 2.3012 2.5598  -0.012
O41 6.0873 1.5082 3.7390  -0.013
C38 5.6523 0.2629 3.7466  -0.567
O42 5.1424 -0.3252 2.7968  0.094
O43 5.7648 -0.2644 5.0172  -0.034
C39 5.1251 -1.5113 5.2812  -0.031
H85 6.1774 1.7884 1.6391  0.105
H86 6.4309 3.1474 2.7636  0.077
H87 4.7005 2.4980 2.5280  0.107
H88 5.6924 -1.9254 6.0249  0.063
H89 5.1304 -2.1917 4.3797  0.111
H90 4.1353 -1.2534 5.5998  0.079
C40 -4.8064 -3.3592 1.5415  -0.006
O44 -5.0713 -4.6625 2.0599  -0.006
C41 -4.7905 -4.8537 3.3486  -0.624
O45 -4.1913 -4.0963 4.0398  0.122
O46 -5.1773 -6.0860 3.7521  -0.025
C42 -4.9856 -6.2948 5.1740  -0.017
H91 -5.0709 -3.3708 0.4945  0.086
H92 -3.7890 -3.0988 1.7988  0.087
H93 -5.5045 -2.6748 2.0135  0.099
H94 -5.5861 -7.1545 5.3652  0.079
H95 -5.3149 -5.3832 5.6725  0.095
H96 -3.9000 -6.5282 5.2942  0.110

Frontier orbital gap, eV: 7.688
Charge: -1

# 2
C3H2FLiMgO2 as an isolated structure, computed with wB97M-V/def2-TZVPD.

Last column: Löwdin charge in e.
Element x y z (Å)
O1 0.8376 1.1602 0.8050  -0.087
C1 1.2170 0.2480 1.6463  -0.435
O2 2.0074 -0.5907 1.0920  -0.225
Li1 2.5268 0.4886 -0.4972  0.872
Mg1 1.6921 -1.6279 2.8012  1.484
C2 -0.6929 1.5874 1.1230  -0.014
C3 -1.3656 0.3668 1.4476  0.031
H1 -1.1719 2.0987 0.2764  0.164
H2 -0.5772 2.1726 2.0478  0.144
F1 -1.2044 -0.7045 0.6937  0.066

Frontier orbital gap (alpha / beta), eV: 5.299 / 5.297
Charge: +2
ΔE to the lowest compared entry with this formula, charge and spin, kcal/mol: 56.4

# 3
A 2-piece molecular cluster, CH6O3P2 overall, computed with wB97M-V/def2-TZVPD.

Last column: Löwdin charge in e.
Element x y z (Å)
C1 1.6444 -1.2209 0.1212  -0.144
O1 1.6006 0.0791 -0.1897  -0.200
O2 -0.5852 2.5978 0.5011  -0.431
O3 -1.8701 -1.5500 -0.3181  -0.498
P1 -0.7406 1.3159 -0.4490  0.567
P2 -1.8141 -0.2635 0.7075  0.580
H1 2.0131 -2.0344 -0.5342  0.064
H2 1.0458 -1.5164 1.0037  0.039
H3 2.1791 0.2204 -0.9548  0.102
H4 -0.6072 2.4869 1.4408  0.030
H5 -1.0784 -2.0657 -0.2077  -0.013
H6 -1.7874 1.9510 -1.1209  -0.097

Frontier orbital gap (alpha / beta), eV: 6.580 / 7.832
ΔE to the lowest compared entry with this formula, charge and spin, kcal/mol: 71.7

# 4
A 6-piece molecular cluster, C24H40N6 overall, computed with wB97M-V/def2-TZVPD.

Last column: Löwdin charge in e.
Element x y z (Å)
C1 4.1557 -1.2925 -8.2336  -0.095
C2 3.7783 -1.8673 -6.8217  -0.221
C3 2.9814 -0.8197 -6.0285  -0.208
C4 3.8394 0.2069 -5.6244  -0.297
N1 4.5248 1.0446 -5.2769  0.159
H1 5.0842 -1.7190 -8.6133  0.063
H2 4.3341 -0.2203 -8.3144  0.070
H3 3.4530 -1.5717 -9.0188  0.064
H4 4.6829 -2.1659 -6.2920  0.106
H5 3.2314 -2.8099 -6.8411  0.103
H6 2.7629 -1.2072 -5.0334  0.124
H7 2.0129 -0.5645 -6.4585  0.132
C5 6.5896 6.7126 4.3229  -0.099
C6 6.8870 5.3623 3.6669  -0.268
C7 6.0389 4.1398 4.0509  -0.193
C8 4.5893 4.3834 4.0467  -0.237
N2 3.4808 4.6709 4.0845  0.140
H8 5.5874 7.0725 4.0898  0.073
H9 7.3580 7.4309 4.0373  0.071
H10 6.7367 6.5784 5.3946  0.075
H11 7.8928 5.0667 3.9654  0.102
H12 6.9243 5.3982 2.5781  0.106
H13 6.2511 3.8664 5.0844  0.116
H14 6.3255 3.3110 3.4036  0.115
C9 -5.5517 3.4994 5.5131  -0.128
C10 -5.5137 4.7580 4.6492  -0.253
C11 -4.2889 5.6663 4.9150  -0.177
C12 -3.8924 5.7663 6.3102  -0.249
N3 -3.5792 5.8301 7.4344  0.140
H15 -5.7654 3.8434 6.5251  0.073
H16 -4.6627 2.8705 5.5599  0.076
H17 -6.1303 2.6859 5.0755  0.071
H18 -6.4976 5.2208 4.7253  0.106
H19 -5.4973 4.3650 3.6326  0.099
H20 -4.5511 6.6967 4.6745  0.117
H21 -3.4501 5.1776 4.4193  0.125
C13 -0.8323 3.6762 -0.5229  -0.093
C14 0.5865 3.0319 -0.5804  -0.243
C15 0.4822 1.5564 -0.2824  -0.223
C16 0.0678 1.1564 1.0488  -0.246
N4 -0.3083 0.8581 2.0748  0.144
H22 -1.5040 3.2131 -1.2457  0.070
H23 -0.7221 4.7245 -0.8003  0.066
H24 -1.3183 3.6187 0.4510  0.070
H25 1.2916 3.4677 0.1275  0.109
H26 1.1003 3.2013 -1.5267  0.108
H27 1.4054 1.0243 -0.5119  0.118
H28 -0.2317 1.0858 -0.9584  0.119
C17 -3.7137 -7.7654 -4.8627  -0.105
C18 -3.1420 -6.3295 -4.7717  -0.244
C19 -2.8400 -6.0016 -3.2808  -0.189
C20 -1.8551 -4.8910 -3.0549  -0.223
N5 -1.1799 -3.9436 -2.9431  0.113
H29 -3.8244 -7.9976 -5.9219  0.066
H30 -4.7409 -7.8317 -4.5041  0.076
H31 -2.9724 -8.4284 -4.4166  0.074
H32 -3.8435 -5.6140 -5.2008  0.106
H33 -2.1965 -6.1919 -5.2962  0.103
H34 -2.5456 -6.8936 -2.7277  0.110
H35 -3.6883 -5.5441 -2.7718  0.112
N6 -1.8416 -5.0693 2.0315  -0.014
C21 -3.1513 -5.3095 1.9479  -0.153
C22 -3.4072 -6.6816 2.2336  -0.103
C23 -2.1735 -7.1413 2.6652  -0.131
C24 -1.1818 -6.1587 2.3986  -0.139
H36 -1.4270 -4.1517 1.9523  0.162
H37 -3.9518 -4.6321 1.6893  0.100
H38 -4.3129 -7.2595 2.1229  0.088
H39 -2.0257 -8.0543 3.2229  0.085
H40 -0.1242 -6.1101 2.6117  0.105

Frontier orbital gap, eV: 8.400
SMILES: c1cc[nH]c1.CCCC#N.CCCC#N.CCCC#N.CCCC#N.CCCC#N
ΔE to the lowest compared entry with this formula, charge and spin, kcal/mol: 53.1

# 5
One molecule with the formula C9H8N6O2, computed with wB97M-V/def2-TZVPD.

Last column: Löwdin charge in e.
Element x y z (Å)
O1 0.7186 -4.0219 0.1069  0.115
N1 -4.5386 -0.9731 -1.7981  -0.032
N2 -4.8061 0.2889 -1.6735  0.008
N3 -3.2676 -1.2578 -1.3675  0.082
N4 -1.0932 1.4114 -0.0528  0.132
O2 -0.5824 -2.1673 -0.0211  0.174
C1 0.6009 -2.8200 0.1621  -0.442
C2 -2.7941 -0.1492 -0.8500  -0.310
C3 0.1605 1.3683 0.2962  -0.247
C4 1.8445 -2.1087 0.4217  0.057
C5 0.5771 -0.0518 0.2941  -0.052
C6 -0.5326 -0.7981 0.0101  -0.129
C7 1.8445 -0.7337 0.4886  -0.180
N5 -3.7648 0.7777 -0.9812  0.062
N6 -1.5384 0.1285 -0.2955  0.029
C8 0.9896 2.5824 0.5366  -0.023
C9 3.1121 0.0391 0.7283  -0.030
H1 2.7743 -2.6331 0.5740  0.126
H2 -3.6384 1.7438 -0.7045  0.149
H3 0.3481 3.4585 0.6644  0.084
H4 1.7067 2.7150 -0.3042  0.098
H5 1.5841 2.4712 1.4474  0.076
H6 3.2484 0.7138 -0.0882  0.073
H7 3.0325 0.6181 1.6488  0.086
H8 4.0141 -0.6017 0.7575  0.095

Frontier orbital gap, eV: 9.309
SMILES: Cc1cc(=O)oc2c1c(C)nn2-c1nnn[nH]1

# 6
A 2-piece molecular cluster, C2H9N5 overall, computed with wB97M-V/def2-TZVPD.

Last column: Löwdin charge in e.
Element x y z (Å)
C1 0.9760 -0.4938 0.1450  -0.295
C2 -3.3001 0.4945 0.0247  0.395
N1 -0.2981 0.0552 0.2868  0.132
N2 1.9415 0.3972 0.0119  0.085
N3 1.3587 -1.7756 0.0300  0.208
N4 1.9669 1.7380 -0.0920  0.138
N5 -1.3012 -0.5390 -0.0037  0.162
H1 -3.8811 -0.1706 0.5500  0.043
H2 -2.9271 1.3693 0.4571  0.051
H3 -3.4251 0.4565 -1.1092  0.117
H4 2.8670 0.0729 -0.3065  0.209
H5 1.0713 -2.5298 0.6406  0.147
H6 2.2701 -2.0524 -0.3035  0.143
H7 2.7195 2.2359 -0.5449  0.152
H8 1.4758 2.2147 0.6445  0.134
H9 -1.5140 -1.4728 -0.4308  0.179

Frontier orbital gap (alpha / beta), eV: 7.400 / 7.406
Charge: +2
ΔE to the lowest compared entry with this formula, charge and spin, kcal/mol: 143.4